Record 1
The molecule C17H24N2O3 at a distorted geometry, computed with ωB97M-V/def2-TZVPD.

Calculated total energy, hartree: -997.3866
Relative energy (zero: lowest compared OMol25 entry of this formula, charge and spin), kcal/mol: 69.4
E_LUMO, eV: 0.300
Gap between HOMO and LUMO, eV: 8.16
Largest force on an atom, eV Å⁻¹: 1.30
E_HOMO, eV: -7.9
SMILES string: CCN(CC)CCCNC(=O)/C=C/c1ccc2c(c1)OCO2

Structure (ORCA input):
```
! wB97M-V def2-TZVPD RIJCOSX def2/J DEFGRID3
* xyz 0 1
H -2.87 4.95 5.77
H -5.30 3.44 2.01
H 0.25 -2.66 -1.67
C -3.51 4.04 3.02
C 2.19 -1.34 -0.81
C 2.82 -3.78 0.98
H 0.39 1.53 -1.67
H -2.90 0.69 -0.77
C 2.40 -0.37 -1.99
H -4.05 2.08 0.38
H -0.28 1.82 0.34
C 1.06 -3.39 -1.63
C -2.12 2.51 1.19
H 3.55 -4.43 1.46
H 3.29 -4.50 -0.99
H 1.23 -1.13 -0.33
H 0.78 -4.16 -0.90
C -1.40 3.21 2.18
H 1.49 -3.30 -3.75
N 2.30 -2.72 -1.25
H 2.77 -2.85 1.53
C -1.85 0.89 -0.69
H 2.98 -1.15 -0.08
H 0.67 -1.02 -3.12
O -1.66 4.72 4.12
H 1.37 0.51 -3.67
H 4.19 -3.07 -0.51
H 2.78 0.58 -1.60
C -2.12 3.96 3.07
C -1.36 1.72 0.23
C -1.02 0.05 -1.59
H -2.75 6.38 4.69
C 3.21 -3.54 -0.48
H 1.84 -4.26 1.05
O -3.96 4.85 4.02
H 1.97 -4.81 -2.99
C -2.81 5.28 4.72
C 1.21 -4.04 -3.01
H 3.15 -0.79 -2.65
H -0.33 3.16 2.24
C -3.51 2.61 1.14
C -4.23 3.37 2.05
O -1.38 -1.06 -1.95
N 0.14 0.61 -2.00
C 1.13 -0.09 -2.79
H 0.26 -4.49 -3.30
*
```

---

Record 2
A structure of composition C17H24N2O4 at a distorted geometry, computed with ωB97M-V/def2-TZVPD.

Calculated total energy, hartree: -1072.0854
Relative energy (zero: lowest compared OMol25 entry of this formula, charge and spin), kcal/mol: 405.0
E_LUMO, eV: 0.017
Gap between HOMO and LUMO, eV: 8.87
Largest force on an atom, eV Å⁻¹: 17.09
E_HOMO, eV: -8.8

Structure (ORCA input):
```
! wB97M-V def2-TZVPD RIJCOSX def2/J DEFGRID3
* xyz 0 1
C -2.83 0.75 -0.58
C -4.31 -1.62 2.04
H 0.94 3.81 0.50
H -2.25 2.04 -2.93
H 3.58 -3.14 -1.00
H 6.38 -0.01 -1.01
C 5.29 -0.39 -0.63
H -3.77 -1.62 2.92
H -2.75 -3.10 0.95
H -0.29 0.62 1.63
O -3.94 1.20 -0.65
H 2.22 2.01 -0.45
H 4.19 2.19 1.31
C 4.68 1.87 0.43
O -1.39 3.08 -0.27
N 1.81 1.63 0.26
C 4.36 0.37 -0.18
C -2.22 0.98 -2.82
H 0.79 2.62 1.87
H 4.62 2.63 -0.81
H 5.86 1.93 0.55
C 5.12 -1.64 -1.14
H -3.08 0.67 -3.21
H -1.37 -1.46 -0.01
H -2.92 0.59 1.52
C 2.90 -1.65 -0.02
C 3.75 -2.33 -0.65
C 0.66 2.77 0.80
H -4.75 -2.88 -0.67
H 5.76 -2.54 -1.59
C -4.03 -1.99 -0.42
C 3.09 -0.19 0.35
H 1.82 -1.92 0.32
H -3.19 -2.42 -1.39
H -5.10 -2.36 1.84
C -2.04 -1.25 0.77
C -2.28 0.41 0.61
H -1.34 0.61 -3.58
C -3.23 -2.02 0.56
O -1.88 0.35 -1.76
C 2.11 0.70 0.96
N -1.05 1.08 0.91
H -4.46 -1.05 -0.97
C -0.61 2.18 0.46
O 1.49 0.17 1.78
H -1.46 -1.12 1.78
H -4.90 -0.57 1.60
*
```

---

Record 3
The molecule C17H24N2O5S at a distorted geometry, computed with ωB97M-V/def2-TZVPD.

Calculated total energy, hartree: -1546.1387
Relative energy (zero: lowest compared OMol25 entry of this formula, charge and spin), kcal/mol: 4.9
E_LUMO, eV: 0.522
Gap between HOMO and LUMO, eV: 9.28
Largest force on an atom, eV Å⁻¹: 1.08
E_HOMO, eV: -8.8
SMILES string: CCOC(=O)CCC(=O)Nc1ccc(S(=O)(=O)N2CCCCC2)cc1

Structure (ORCA input):
```
! wB97M-V def2-TZVPD RIJCOSX def2/J DEFGRID3
* xyz 0 1
H 1.50 0.30 2.36
N -2.39 1.53 0.39
H -2.81 1.18 1.24
C -3.32 -2.93 0.44
H 2.25 -1.61 -3.07
C -0.23 1.84 -0.73
H 1.36 -1.71 0.58
H 1.50 -0.69 -1.76
H 2.79 -3.44 -1.49
O -2.90 2.16 -1.75
O 4.12 1.80 -0.47
H 1.06 -3.11 -1.45
H 2.02 -3.33 0.86
C 1.00 0.71 1.50
C 1.75 1.11 0.41
C 2.04 -2.70 -1.21
C -1.00 1.42 0.36
C -4.32 -0.80 0.38
H -3.56 -2.90 1.51
H -0.71 2.29 -1.58
O -4.12 -1.95 -0.24
C -0.38 0.87 1.48
H -1.26 -3.47 0.68
C -4.70 1.62 -0.25
H -6.17 0.03 -0.27
H -1.62 -2.65 -0.85
H 4.30 -2.56 0.41
H 3.59 -1.49 1.64
C 3.65 -0.83 -1.63
C 2.28 -1.41 -2.00
H -4.94 -0.11 -1.55
O -3.94 -0.54 1.49
H -3.63 -3.89 0.02
H -0.97 0.56 2.32
S 3.52 0.85 0.43
O 3.95 0.81 1.79
H -1.55 -1.73 0.66
H -4.86 1.87 0.80
C 1.14 1.68 -0.69
C 2.15 -2.41 0.29
H -5.31 2.27 -0.87
C 3.52 -1.81 0.60
C -5.11 0.16 -0.50
C -3.24 1.82 -0.64
H 4.44 -1.52 -1.98
C -1.84 -2.68 0.22
H 3.81 0.14 -2.09
N 3.81 -0.65 -0.21
H 1.76 2.01 -1.51
*
```